[1]
{"formula": "C15H35ClN5O5Pt", "method": "the ωB97M-V functional and the def2-TZVPD basis", "elements": ["Pt", "Cl", "C", "C", "O", "N", "C", "H", "H", "H", "H", "H", "H", "H", "C", "C", "O", "N", "C", "H", "H", "H", "H", "H", "H", "H", "C", "C", "O", "N", "C", "H", "H", "H", "H", "H", "H", "H", "C", "C", "O", "N", "C", "H", "H", "H", "H", "H", "H", "H", "C", "C", "O", "N", "C", "H", "H", "H", "H", "H", "H", "H"], "coordinates": [[1.126601, -0.180505, 0.216818], [3.483992, -0.973720, 0.836059], [-1.881219, 1.378759, -2.459671], [-1.886268, 0.730810, -1.049193], [-0.841010, 0.516743, -0.430431], [-3.063898, 0.477360, -0.401290], [-4.392480, 0.736567, -0.984006], [-2.429010, 0.630129, -3.032019], [-0.857229, 1.480454, -2.819116], [-2.372110, 2.350958, -2.503676], [-3.041199, -0.004813, 0.485893], [-4.519877, 0.503983, -2.041257], [-4.628992, 1.793972, -0.865498], [-5.147099, 0.140730, -0.470551], [-0.961280, -2.604189, 3.348026], [0.259902, -1.812536, 2.815454], [0.205184, -1.411385, 1.666260], [1.300958, -1.644898, 3.618794], [1.346559, -1.858347, 5.075000], [-1.683757, -1.967479, 3.858627], [-0.649092, -3.275685, 4.147849], [-1.431768, -3.183493, 2.553577], [2.165467, -1.302122, 3.224805], [0.379923, -2.016189, 5.553341], [1.831003, -0.996382, 5.533736], [2.043763, -2.661634, 5.313233], [1.906443, 3.355462, -2.354514], [1.740885, 1.874408, -2.491837], [1.728604, 1.186473, -1.462863], [1.692280, 1.445998, -3.742005], [1.927716, 0.092223, -4.191787], [1.150686, 3.813712, -1.716586], [2.026563, 3.920046, -3.279126], [2.790976, 3.578539, -1.757901], [1.480552, 2.072177, -4.505662], [2.245037, -0.440176, -3.295157], [2.773143, -0.039832, -4.867004], [1.017370, -0.359844, -4.585490], [1.681728, -3.752299, -2.525751], [0.586976, -2.951432, -1.756059], [0.937171, -1.987720, -1.084049], [-0.652269, -3.426393, -1.788331], [-1.796578, -3.162844, -0.959590], [1.355182, -4.008311, -3.533681], [1.937579, -4.590842, -1.878074], [2.604741, -3.173682, -2.562470], [-0.795688, -4.122494, -2.505950], [-2.520337, -3.977759, -0.945867], [-2.395455, -2.290565, -1.221424], [-1.489306, -3.012816, 0.075391], [-0.789907, 1.781788, 3.404816], [0.267990, 2.240689, 2.388744], [0.877641, 1.439551, 1.711311], [0.430849, 3.570272, 2.260152], [1.377976, 4.139770, 1.298471], [-1.593930, 2.478872, 3.640882], [-0.395109, 1.312194, 4.305768], [-1.399942, 1.012928, 2.930667], [-0.049687, 4.219905, 2.866098], [2.128888, 3.438324, 0.934863], [1.906790, 5.023371, 1.655807], [0.947380, 4.453218, 0.347446]], "forces_ev_per_a": [[2.1, -0.5, 0.0], [-0.9, 0.3, 0.0], [-0.3, -1.2, 1.2], [0.4, 0.9, 1.1], [-1.2, 0.2, -0.7], [-0.5, 0.0, -1.8], [0.0, 0.3, 0.4], [0.0, 0.4, -0.7], [-0.2, -0.2, 0.2], [-0.2, -0.2, 0.1], [0.4, 0.1, -0.2], [0.5, -0.2, 0.0], [-0.2, 0.0, 0.0], [0.2, 0.1, 0.2], [0.9, 0.2, 0.7], [-1.0, -1.0, 1.4], [-0.9, -0.4, -0.8], [0.0, 0.0, 1.1], [0.8, 0.1, -0.2], [-0.1, 0.3, -0.4], [0.1, -0.3, -0.2], [0.1, 0.3, 0.0], [0.0, 0.3, -0.6], [0.1, 0.0, -0.3], [-0.3, 0.3, -0.1], [-0.3, -0.4, -0.1], [0.1, 1.1, 0.5], [0.3, 0.8, 1.7], [0.4, 0.3, -1.4], [0.0, -0.8, -2.1], [0.1, -0.9, 1.3], [-0.5, -0.2, -0.3], [-0.3, -0.2, -0.1], [0.4, -0.5, -0.1], [0.3, 0.5, 0.5], [-0.3, -0.3, 0.0], [-0.2, 0.6, -0.3], [0.1, -0.1, -0.1], [-0.7, 0.9, 0.7], [2.0, 0.4, 0.2], [-0.3, -0.3, -0.4], [-1.0, -1.4, -1.3], [-0.4, 0.7, 1.1], [0.1, -0.4, 0.2], [-0.3, -0.4, -0.4], [-0.3, 0.3, -0.1], [0.0, -0.1, 0.2], [0.4, -0.3, -0.3], [0.3, 0.3, -0.4], [0.2, 0.1, 0.0], [-0.7, -0.4, -0.6], [-1.3, 0.4, 1.0], [0.7, 0.2, 0.1], [0.8, 0.5, -0.6], [0.4, 0.2, -0.8], [0.6, 0.7, 0.3], [0.3, 0.3, -0.1], [0.4, -0.4, -0.3], [0.0, -0.4, 0.0], [-0.1, -0.4, 0.7], [-0.2, -0.2, 0.5], [-0.8, 0.1, 0.2]], "gap_ev": [7.749, 8.418], "lumo_energy_ev": [-1.96, -1.96], "charge": 1, "total_energy_ha": -1821.84476, "e_above_lowest_kcal_mol": 27.8, "spin_multiplicity": 3, "s2": 2.00, "largest_force_ev_per_a": 2.2}

[2]
{"formula": "C21H38Cl30O2Si2", "method": "the ωB97M-V functional and the def2-TZVPD basis", "elements": ["C", "O", "C", "C", "C", "C", "C", "C", "C", "C", "C", "C", "Si", "O", "Si", "H", "H", "H", "H", "H", "H", "H", "H", "H", "H", "H", "H", "H", "H", "H", "H", "H", "H", "H", "H", "H", "H", "H", "H", "H", "H", "H", "H", "C", "Cl", "Cl", "Cl", "H", "C", "Cl", "Cl", "Cl", "H", "C", "Cl", "Cl", "Cl", "H", "C", "Cl", "Cl", "Cl", "H", "C", "Cl", "Cl", "Cl", "H", "C", "Cl", "Cl", "Cl", "H", "C", "Cl", "Cl", "Cl", "H", "C", "Cl", "Cl", "Cl", "H", "C", "Cl", "Cl", "Cl", "H", "C", "Cl", "Cl", "Cl", "H"], "coordinates": [[-0.331520, -4.912263, -0.632472], [0.631509, -4.215274, -1.369736], [1.178906, -3.096956, -0.665160], [2.695858, -3.206951, -0.688473], [3.341178, -2.377089, -1.805903], [4.248307, -1.220749, -1.384665], [3.807738, -0.416082, -0.163330], [2.549749, 0.363303, -0.502366], [2.223204, 1.432402, 0.525890], [1.374402, 2.561452, -0.081634], [-0.003222, 2.125061, -0.595980], [-0.271811, 2.383550, -2.103734], [-0.334622, 0.853564, -3.150280], [-1.875004, 0.192078, -3.129347], [-2.012320, -1.262544, -3.936241], [-1.012274, -4.253129, -0.115884], [0.135432, -5.580788, 0.081900], [-0.916745, -5.527751, -1.295900], [0.819472, -3.137432, 0.347959], [0.837896, -2.221880, -1.186686], [2.875500, -4.242125, -0.920317], [3.129460, -3.032278, 0.279446], [3.970479, -3.054579, -2.359971], [2.575152, -2.067399, -2.492432], [5.260954, -1.575923, -1.333204], [4.237560, -0.506054, -2.194183], [4.616695, 0.257927, 0.065233], [3.645204, -0.995489, 0.726659], [2.680164, 0.813735, -1.473796], [1.738445, -0.332132, -0.596227], [3.137670, 1.848044, 0.907133], [1.608157, 0.978077, 1.283918], [1.950020, 3.090003, -0.819431], [1.205114, 3.246280, 0.735544], [-0.229206, 1.107294, -0.324505], [-0.710748, 2.733118, -0.057264], [-1.140124, 3.004143, -2.237736], [0.554344, 2.979631, -2.459068], [0.617374, -0.168849, -2.704682], [0.002941, 1.174909, -4.560093], [-2.452836, -2.327554, -3.020264], [-0.668161, -1.639751, -4.432692], [-2.893195, -1.089761, -5.105239], [7.420489, -1.611769, 1.367710], [5.867030, -2.479711, 1.207368], [8.752392, -2.381730, 0.505520], [7.276016, 0.052598, 0.807339], [7.672384, -1.586860, 2.415134], [10.838778, -0.407622, 2.804931], [10.722815, 1.323716, 3.108019], [12.514568, -0.944744, 2.848273], [9.865184, -1.312290, 3.971052], [10.447121, -0.605134, 1.819261], [1.993922, 6.369145, -3.061409], [1.543120, 5.947819, -1.408988], [3.712621, 6.084804, -3.329760], [1.023305, 5.471568, -4.226971], [1.801183, 7.419996, -3.204165], [-0.053041, -0.212017, 5.477362], [-0.803486, 0.155259, 3.920983], [1.696455, -0.337032, 5.320759], [-0.492067, 0.997587, 6.681529], [-0.427006, -1.167036, 5.810059], [-4.368243, 0.130071, 3.147221], [-5.794151, 1.155700, 3.265358], [-4.834343, -1.570663, 3.050314], [-3.354912, 0.579414, 1.779108], [-3.784960, 0.269633, 4.044710], [-9.085152, 3.425717, 4.924724], [-9.163750, 1.998489, 5.951902], [-8.180491, 3.081854, 3.450230], [-10.703564, 4.009623, 4.540377], [-8.567473, 4.202413, 5.464108], [-11.211961, 4.080653, 0.774694], [-12.954493, 3.818039, 0.870559], [-10.423315, 2.726198, -0.033024], [-10.854672, 5.594108, -0.055587], [-10.825211, 4.148839, 1.778878], [-7.176343, -0.894308, -0.285651], [-8.589777, 0.149187, -0.098687], [-7.661369, -2.589608, -0.320660], [-6.318160, -0.453670, -1.761153], [-6.517022, -0.751001, 0.557084], [-6.602511, 2.268915, -4.999000], [-5.220868, 1.849500, -3.991541], [-6.732366, 4.017149, -5.188485], [-6.495070, 1.477466, -6.571116], [-7.495557, 1.917520, -4.506754], [7.663013, -6.890771, 1.290517], [8.878570, -6.996004, 2.565838], [7.007080, -5.254962, 1.187818], [8.339276, -7.395236, -0.259535], [6.858915, -7.564602, 1.538960]], "forces_ev_per_a": [[0.1, -0.3, -0.1], [-0.1, 0.2, -0.3], [0.4, -1.1, -0.2], [-0.2, 0.2, -0.7], [0.5, -0.4, 0.5], [-0.7, 0.1, 0.1], [-0.1, 0.0, -0.9], [0.6, 0.1, 0.6], [-1.0, 0.1, -1.4], [0.1, -0.8, 0.9], [-0.2, 0.8, -0.4], [0.7, -0.6, 0.6], [-0.5, 0.5, -0.3], [0.5, -0.4, -0.2], [0.0, 0.2, 0.0], [-0.3, 0.4, 0.3], [0.2, -0.2, 0.4], [-0.2, -0.2, -0.4], [-0.3, 0.3, 0.5], [-0.2, 0.7, 0.0], [0.2, -0.6, 0.1], [0.2, 0.3, 0.5], [0.2, -0.2, -0.5], [-0.5, 0.3, -0.3], [0.5, -0.1, 0.4], [0.2, 0.3, -0.5], [0.3, 0.5, 0.2], [-0.1, -0.5, 0.4], [0.1, 0.3, -0.5], [-0.6, -0.3, -0.1], [0.4, 0.2, 0.5], [0.1, -0.1, 0.9], [0.2, 0.2, -0.5], [0.0, 0.6, 0.2], [0.0, -0.6, 0.2], [-0.5, 0.1, 0.3], [-0.5, 0.1, -0.2], [0.3, 0.3, -0.4], [0.2, -0.1, 0.2], [0.0, 0.0, 0.0], [-0.2, 0.0, 0.0], [0.0, 0.0, 0.0], [-0.2, -0.1, 0.1], [-0.2, 0.0, -0.2], [0.6, 0.3, 0.1], [-0.1, -0.2, 0.0], [0.0, 0.1, 0.1], [0.0, -0.1, 0.1], [0.1, 0.1, 0.1], [0.0, 0.0, 0.0], [0.0, 0.0, 0.0], [0.0, 0.0, 0.0], [-0.1, 0.0, -0.1], [0.0, -0.2, 0.0], [0.0, 0.0, 0.0], [0.0, 0.0, 0.0], [0.0, 0.0, 0.0], [0.0, 0.1, 0.0], [0.1, 0.1, 0.0], [0.0, 0.0, 0.0], [0.0, 0.0, 0.0], [0.0, 0.0, 0.0], [-0.1, -0.1, 0.0], [0.0, 0.0, 0.0], [0.1, -0.1, 0.0], [0.0, 0.0, 0.0], [-0.1, 0.0, -0.2], [0.1, 0.0, 0.1], [0.0, -0.2, -0.1], [0.0, 0.0, 0.0], [-0.2, 0.2, -0.1], [-0.1, 0.1, 0.0], [0.1, 0.1, 0.1], [-0.1, 0.0, -0.2], [0.0, 0.0, 0.1], [0.0, 0.1, 0.0], [0.0, 0.0, 0.0], [0.1, 0.0, 0.1], [-0.2, 0.0, -0.3], [0.1, -0.1, 0.2], [0.0, 0.0, 0.1], [0.1, 0.0, 0.1], [0.0, 0.1, 0.1], [0.1, 0.0, -0.1], [0.1, 0.0, 0.0], [0.0, 0.0, 0.0], [0.0, 0.0, 0.0], [-0.1, 0.0, 0.1], [0.2, 0.2, -0.1], [0.0, 0.0, 0.0], [0.0, -0.5, 0.0], [0.0, 0.0, 0.0], [-0.1, -0.1, 0.0]], "gap_ev": 9.736, "lumo_energy_ev": 0.18, "charge": 0, "total_energy_ha": -15358.13879, "largest_force_ev_per_a": 1.7}